Here is a gas-phase ion, C4H10N5Si (charge -1) at a distorted geometry from the Open Molecules 2025 dataset. Energies are from ωB97M-V/def2-TZVPD.

Positions of all 20 atoms, in Å:
C -1.9566 -0.4463 0.1951
C 1.7984 -1.0883 0.0192
C -1.7942 -1.4571 -0.9356
C 1.6073 1.6463 0.8565
N -2.5682 1.0034 1.5813
N -3.0288 -0.0005 0.8259
N -0.8615 0.2802 0.6072
N -1.3044 1.1313 1.5124
N 0.9121 0.6773 -2.0661
Si 0.8535 0.4992 -0.4439
H 2.7231 -0.7186 0.4731
H 1.2547 -1.8145 0.6394
H 2.2036 -1.5680 -0.8609
H -2.4189 -1.2441 -1.7546
H -1.8764 -2.4366 -0.5266
H -0.7466 -1.2716 -1.1783
H 1.7087 2.7721 0.6247
H 0.9108 1.6753 1.6690
H 2.4021 1.1960 1.3861
H 0.1813 1.1647 -2.6238

Cartesian forces, eV/Å:
0.8 0.6 -0.5
0.1 0.2 -0.1
1.4 1.5 2.4
-1.3 2.4 -0.6
-1.3 0.3 1.8
0.6 -0.3 -0.9
0.0 -1.5 -1.8
0.2 0.8 -0.4
-1.6 0.5 -0.4
0.7 -0.4 1.0
-0.2 -0.3 0.6
0.4 0.2 0.0
-0.4 -0.4 -0.5
-0.8 0.1 -0.9
-0.3 -0.9 0.0
-0.1 -0.5 -0.8
0.4 -1.8 0.1
-1.0 0.1 0.5
1.7 -0.1 -0.1
1.0 -0.3 0.7

The value obtained for the energy above the lowest of the compared OMol25 structures with the same formula, charge and spin is 0.000 eV. As for the calculated total energy: -19639.269 eV. For the LUMO energy, the calculation gives 3.94 eV. Its net charge is -1. The multiplicity is 1. The value obtained for the gap between HOMO and LUMO is 8.0 eV.